1.
15
Properties=species:S:1:pos:R:3 method="wB97M-V/def2-TZVPD" orbital_gap_ev=11.265 molar_mass_g_mol=278.31 homo_ev=-11.27 lumo_ha=0.000 multiplicity=1 total_energy_ev=-58571.3423 relative_energy_ev=0.0000
O -3.46360 0.12778 1.34131
O -1.64269 1.74595 1.28830
O -0.97748 1.96966 -0.97290
O 0.66952 0.97292 0.71710
O -1.32592 -0.74179 0.67188
F 1.10859 -1.33082 0.15257
F 0.32095 2.69711 2.18308
F -1.89022 1.84533 -3.30386
F -2.15107 -0.14636 -2.13645
Si 0.20452 -0.55394 1.18294
Si -1.05479 1.01872 -2.21044
S -2.45151 0.48759 0.42998
S -0.31159 2.26505 0.69841
H 0.29811 -0.85977 2.67543
H 0.04672 0.29250 -2.60535


2.
16
Properties=species:S:1:pos:R:3 method="wB97M-V/def2-TZVPD" orbital_gap_ev="6.699 / 6.695" molar_mass_g_mol=125.13 homo_ev="-7.53 / -7.52" lumo_ha="-0.030 / -0.030" multiplicity=1 total_energy_ev=-11915.0944 relative_energy_ev=5.3371
C 1.79814 0.89557 -0.03982
C 1.49627 -0.53476 -0.02410
C -0.34466 0.74487 0.04959
C 3.02006 1.46133 0.06153
C -2.22967 0.97182 -0.23224
C -0.58496 -1.78842 -0.14956
N 0.11781 -0.53857 0.14118
O 2.19617 -1.50382 -0.36545
O 0.64416 1.62152 -0.09039
H 3.26122 2.48863 0.07040
H 3.91848 0.95080 -0.22928
H -2.58501 1.87546 0.11595
H -2.40934 -0.03952 0.09729
H -1.27638 -2.04424 0.69719
H -1.15186 -1.60294 -1.00191
H 0.30484 -2.41630 -0.25318


3.
12
Properties=species:S:1:pos:R:3 method="wB97M-V/def2-TZVPD" orbital_gap_ev=8.771 molar_mass_g_mol=86.09 homo_ev=-8.30 lumo_ha=0.017 multiplicity=1 total_energy_ev=-8231.6926 relative_energy_ev=5.0062
C 0.96999 1.85440 0.39063
C -0.28448 0.55403 0.91229
O 0.96725 0.22631 1.12724
N -0.98137 -0.33509 0.11765
C -0.49672 -1.51425 -0.45619
N -1.27870 -2.27438 -1.11804
H 2.01032 1.67673 0.09393
H 0.38892 2.12875 -0.50080
H 0.86441 2.57305 1.19932
H -1.96847 -0.14899 -0.04046
H 0.57133 -1.65454 -0.25696
H -0.76247 -3.08601 -1.46862